C5H13NO | ωB97M-V/def2-TZVPD

Atoms and positions in Å:
C -1.48158 0.31886 1.97289
N -1.10925 -0.10776 0.64988
C 0.34345 -0.28365 0.48601
C 0.70053 -1.75454 0.72644
C 0.79236 0.22769 -0.89291
C 0.87938 1.74456 -0.96911
O -0.10186 -0.16861 -1.91574
H -1.03837 1.29067 2.24661
H -1.16940 -0.39929 2.73164
H -2.57001 0.38157 2.05607
H -1.50662 0.52263 -0.03218
H 0.82307 0.38431 1.20811
H 1.58205 -1.92714 1.33514
H -0.18664 -2.23047 1.11853
H 0.89835 -2.23937 -0.23930
H 1.77625 -0.21929 -1.04111
H 1.10417 1.98918 -2.01279
H 1.68660 2.14644 -0.37593
H -0.09281 2.16554 -0.72348
H -0.14875 -1.13047 -1.90687

Cartesian forces (eV/Å) of the 6 atoms listed first:
C -0.2 0.2 0.4
N 0.1 -0.3 -0.3
C -0.7 0.6 0.0
C 0.0 0.1 -0.8
C 0.1 0.1 0.6
C -0.1 -0.6 -0.9

Output
HOMO in Ha: -0.3196
Multiplicity: 1
Net charge: 0
HOMO-LUMO gap in eV: 9.692